(1)
A 2-piece molecular cluster, C38H39BF6N3 overall in a non-equilibrium geometry. Source: the OMol25 dataset; level of theory: wB97M-V/def2-TZVPD.

XYZ file:
```
87
Properties=species:S:1:pos:R:3:forces:R:3
F 5.928 0.179 -1.351 0.7 -0.6 0.8
F -0.824 9.473 0.048 -0.1 -1.0 0.3
F 7.572 -0.174 0.085 -1.1 -0.4 -0.2
F 0.292 7.564 0.002 -0.8 0.9 0.4
F 6.710 -1.856 -1.059 0.0 1.1 0.6
F -0.441 8.360 1.915 -0.2 0.2 -1.3
N 4.193 -1.541 -0.047 1.2 0.5 0.9
N -1.755 6.131 1.108 -0.6 1.1 -0.7
N -3.238 -1.910 -1.849 0.0 -1.7 0.6
C -1.656 -3.415 -0.901 0.1 0.1 0.1
C -3.712 -4.245 -1.818 -0.3 0.0 -0.1
C 3.855 -4.863 1.528 0.1 -0.1 -0.3
C 1.110 0.869 -1.537 0.5 0.1 -0.2
C 5.359 -0.958 0.636 -0.7 -0.4 0.0
C -2.017 7.421 0.458 -0.1 -0.7 0.3
C -0.152 1.593 -1.914 -0.1 0.2 -0.1
C -0.480 2.778 0.268 -0.3 0.1 0.0
C 1.301 -0.421 -2.043 -0.3 0.3 0.7
C -2.081 -2.137 -1.167 -0.2 0.2 -0.3
C -2.487 -4.510 -1.190 0.2 -0.1 0.1
C -0.765 8.229 0.582 1.8 0.4 0.7
C -3.170 -6.929 -1.081 0.0 0.0 0.0
C 4.082 -3.498 1.373 -0.4 -0.1 -0.5
C -2.101 6.042 2.466 0.0 0.1 1.3
C 3.166 0.650 -0.271 -0.1 -0.6 -0.1
C -2.054 -5.919 -0.803 0.0 -0.1 0.0
C 6.411 -0.686 -0.397 0.7 -0.1 -1.7
C -3.704 6.387 4.252 0.2 -0.1 0.0
C -1.700 -5.945 0.689 -0.2 0.2 0.2
C 3.228 -0.725 -0.596 -0.7 0.9 -0.5
C -1.501 5.519 4.760 -0.4 -0.1 -0.2
C -0.937 3.849 1.011 -0.1 0.1 -0.1
C -0.780 4.029 -1.765 0.2 -0.3 0.4
C -0.475 2.831 -1.126 0.3 0.0 -0.3
C -4.052 -2.954 -2.156 0.5 0.1 -0.1
C 4.021 -2.927 0.091 0.3 -1.0 0.0
C 3.713 -5.688 0.404 0.1 0.1 0.0
C 3.768 -5.130 -0.877 -0.3 0.1 0.2
C -1.082 5.162 -1.025 -0.3 0.0 0.3
C 2.277 -1.235 -1.507 0.2 -0.1 0.1
C -1.173 5.562 3.407 -0.2 0.3 0.1
C -3.351 6.514 2.908 0.5 -0.5 0.1
C 3.878 -3.753 -1.037 0.2 0.0 0.4
C -1.270 5.068 0.376 0.5 -0.6 -0.5
C -0.805 -6.311 -1.605 0.1 0.1 -0.3
C -2.783 5.887 5.181 -0.1 0.1 0.0
C 2.080 1.407 -0.685 -0.2 -0.4 -0.2
B -3.612 -0.552 -2.286 0.4 0.8 -0.2
H -0.133 1.887 0.803 -0.3 0.2 -0.3
H 1.975 2.414 -0.295 0.0 -0.1 -0.2
H -1.031 3.718 2.085 0.0 0.1 -0.5
H -0.204 1.757 -2.999 0.1 0.2 0.2
H -0.953 0.895 -1.688 -0.5 -0.4 -0.1
H -2.808 7.944 0.998 0.1 0.0 -0.3
H -2.568 -5.652 1.291 0.2 -0.1 0.0
H -3.916 0.187 -1.408 0.0 0.2 -0.3
H -3.449 -0.381 -3.456 -0.5 0.2 0.3
H -4.424 -5.037 -2.070 0.4 0.4 0.2
H 0.626 -0.818 -2.810 0.1 0.1 0.3
H 3.704 -5.755 -1.765 0.0 0.0 0.2
H -1.179 6.109 -1.551 -0.1 -0.3 0.1
H -1.003 -6.266 -2.682 0.1 -0.1 0.1
H 4.279 -2.855 2.231 -0.3 -0.2 -0.1
H -2.839 -7.932 -0.792 -0.1 0.2 0.0
H 3.780 -5.282 2.527 0.2 0.0 -0.1
H -3.061 5.805 6.236 0.1 0.0 -0.4
H -1.391 -6.953 0.979 -0.1 0.1 -0.1
H -0.668 -3.537 -0.450 -0.5 0.0 -0.1
H -4.977 -2.727 -2.677 0.2 0.0 0.0
H 5.114 -0.030 1.160 0.2 -0.3 0.1
H 0.043 -5.650 -1.393 -0.1 -0.1 0.0
H -4.039 6.954 2.189 0.0 -0.3 0.2
H -0.765 4.060 -2.854 0.1 0.2 0.2
H 2.278 -2.282 -1.785 0.1 0.3 0.0
H -0.882 -5.256 0.924 -0.1 -0.2 0.0
H -1.512 -1.255 -0.883 0.0 -0.2 -0.1
H -3.427 -6.950 -2.145 0.0 -0.1 0.1
H -0.759 5.168 5.478 -0.2 0.1 -0.2
H -2.276 7.292 -0.593 -0.2 0.2 0.2
H -0.509 -7.334 -1.348 -0.1 0.2 0.0
H 3.879 -3.308 -2.031 0.2 -0.2 0.3
H -4.068 -6.682 -0.503 0.1 -0.1 -0.1
H 3.928 1.122 0.345 -0.3 -0.1 -0.2
H 3.591 -6.767 0.523 0.0 0.4 0.0
H -0.190 5.223 3.074 -0.3 0.4 0.2
H 5.761 -1.706 1.321 0.0 0.3 0.0
H -4.715 6.659 4.561 0.4 0.0 0.0
```
Positions in Å, forces in eV/Å.

Max |F| in eV Å⁻¹: 1.9
E_tot in Ha: -2259.519779
Total charge: +1

***

(2)
C24H43AsNO2P2PtSi as an isolated structure. Source: the OMol25 dataset; level of theory: wB97M-V/def2-TZVPD.

XYZ file:
```
75
Properties=species:S:1:pos:R:3:forces:R:3
Pt 0.868 -0.455 0.295 0.1 -0.1 0.1
As 0.337 -0.104 -3.247 -0.1 0.0 0.1
P 2.999 0.239 0.470 -0.1 -0.1 -0.1
P 0.848 -0.432 2.487 -0.2 0.1 0.1
Si -1.018 -3.010 -0.145 0.0 0.0 0.0
O -1.041 1.487 0.005 -0.1 0.2 -0.1
O 0.997 -0.675 -1.825 0.3 0.1 -0.1
N -1.046 -1.299 0.230 0.0 -0.1 0.0
C 0.263 -1.909 3.340 0.0 0.0 0.0
C -1.790 -3.356 -1.825 0.0 0.0 0.0
C 0.638 -1.436 -4.587 0.0 0.0 0.0
C -3.486 -1.190 0.308 -0.1 0.0 0.0
C 1.215 1.492 -3.855 0.0 0.0 0.0
C -1.839 -4.132 1.122 0.0 0.0 0.0
C -1.087 4.668 1.869 0.0 0.0 0.0
C 3.263 0.828 2.181 0.0 0.0 0.0
C -0.801 2.773 0.431 0.0 -0.2 0.1
C 0.289 3.399 -0.163 0.0 -0.1 0.0
C -4.678 -0.495 0.204 0.0 0.0 0.0
C 4.196 -1.102 0.230 0.0 0.0 0.0
C -2.224 -0.568 0.263 0.1 0.1 -0.2
C -1.492 3.405 1.458 0.0 0.0 -0.1
C -0.002 5.300 1.279 0.0 0.0 0.0
C -3.459 1.539 -0.002 -0.1 0.0 0.0
C -0.164 0.890 3.183 0.0 0.0 0.1
C -2.272 0.844 0.155 0.2 0.0 -0.1
C 2.541 -0.139 3.120 0.0 0.0 0.0
C -4.678 0.879 0.032 0.0 0.1 0.0
C -1.536 0.273 -3.158 0.0 0.0 0.0
C 0.756 -3.610 -0.264 0.0 0.0 0.0
C 3.610 1.554 -0.612 0.0 0.0 0.0
C 0.689 4.656 0.261 0.0 0.0 0.0
H 5.214 -0.761 0.427 0.0 0.0 0.0
H -0.130 0.853 4.274 0.0 0.0 0.0
H 4.669 1.744 -0.429 0.0 0.0 0.0
H -3.531 -2.264 0.417 0.0 0.0 0.0
H 1.291 -3.566 0.687 0.0 0.0 0.0
H 0.054 -2.321 -4.344 0.0 0.0 0.0
H 0.671 1.882 -4.715 0.0 0.0 0.0
H -1.684 -4.415 -2.073 0.0 0.0 0.0
H -1.712 -5.170 0.802 0.0 0.0 0.0
H 1.696 -1.690 -4.597 0.0 0.0 0.0
H 4.126 -1.454 -0.799 0.0 0.0 0.0
H 1.328 -3.054 -1.008 0.0 0.0 0.0
H 1.534 5.139 -0.211 0.0 0.0 0.0
H -1.193 0.757 2.847 0.0 0.0 0.0
H 0.339 -1.051 -5.561 0.0 0.0 0.0
H -3.429 2.607 -0.167 0.0 0.0 0.0
H 3.047 2.471 -0.441 0.0 0.0 0.0
H -1.695 1.153 -2.544 0.0 0.1 0.1
H 3.958 -1.940 0.884 0.0 0.0 0.0
H 2.510 0.224 4.149 0.0 0.0 0.0
H 0.795 -2.791 2.987 0.0 0.0 0.0
H -2.908 -3.964 1.255 0.0 0.0 0.0
H -2.332 2.923 1.936 0.0 0.0 0.0
H 0.297 6.287 1.603 0.0 0.0 0.0
H -1.255 -2.792 -2.591 0.0 0.0 0.0
H -1.917 0.445 -4.165 0.0 0.0 0.0
H 0.730 -4.660 -0.571 0.0 0.0 0.0
H 3.050 -1.107 3.132 0.0 0.0 0.0
H -1.371 -4.044 2.101 0.0 0.0 0.1
H 4.325 0.913 2.416 0.0 0.0 0.0
H 1.213 2.237 -3.063 0.0 0.0 0.0
H 3.476 1.239 -1.647 0.0 0.0 0.0
H 0.189 1.860 2.839 0.0 0.0 0.0
H 0.811 2.865 -0.949 0.0 0.1 0.0
H -5.612 -1.041 0.244 0.0 0.0 0.0
H -2.849 -3.105 -1.894 0.0 0.0 0.0
H -5.600 1.433 -0.074 0.0 0.0 0.0
H 2.822 1.827 2.246 0.0 0.0 0.0
H 0.411 -1.799 4.415 0.0 0.0 0.0
H -2.041 -0.574 -2.703 -0.1 -0.1 0.0
H 2.237 1.258 -4.146 0.0 0.0 0.0
H -0.798 -2.029 3.128 0.0 0.0 0.0
H -1.633 5.160 2.663 0.0 0.0 0.0
```
Positions in Å, forces in eV/Å.

Max |F| in eV Å⁻¹: 0.3
E_tot in Ha: -4472.775212
Total charge: +1